Entry 1:
49
Properties=species:S:1:pos:R:3:forces:R:3:mulliken_charge:R:1 method="wB97M-V/def2-TZVPD" total_charge=-1 orbital_gap_ev=8.625 spin_multiplicity=1 e_lumo_ev=2.56 e_tot_ha=-2505.342047 largest_force_ev_per_a=0.51
Mg 0.36662 0.45786 0.22623 0.2 -0.1 0.3 1.1512
O 4.14876 1.54541 4.98254 0.0 0.0 0.0 -0.5394
C 3.36334 1.27786 3.90391 0.0 0.0 -0.1 1.2341
C 3.49131 1.98941 2.71252 0.0 0.0 0.0 -0.5139
C 2.64263 1.65612 1.67387 0.1 0.0 0.0 0.0089
N 1.73493 0.71233 1.82036 -0.2 -0.1 -0.1 0.0465
C 1.65278 -0.02751 2.91386 0.1 0.0 0.0 0.3439
C 2.44767 0.23041 4.01135 0.0 0.0 0.0 -0.6474
C 0.70380 -1.21443 2.72076 0.0 0.1 0.1 0.0290
O 0.41758 -1.91920 3.68088 0.0 -0.1 0.0 -0.7492
O 0.32069 -1.34127 1.50739 -0.1 0.3 -0.2 -0.6697
C 2.71856 2.17928 0.23268 0.1 0.0 0.0 0.3515
O 3.54686 3.04218 -0.02161 0.0 0.1 0.0 -0.7394
O 1.91774 1.57714 -0.55815 -0.2 -0.1 0.0 -0.7737
H 4.73430 2.27949 4.76343 0.0 0.0 0.0 0.2919
H 4.23825 2.76059 2.56848 0.0 0.0 0.0 0.4285
H 2.37956 -0.37282 4.90473 0.0 0.0 0.0 0.5461
O -2.71368 2.69309 -0.61815 -0.2 -0.1 0.0 -0.6635
Cl -1.30084 2.53463 -0.52462 -0.4 0.2 0.0 1.9171
O -0.84769 1.48300 -1.42207 0.2 -0.3 -0.3 -0.6814
O -0.63324 3.75349 -0.78051 0.2 0.3 -0.1 -0.6552
O -0.95453 2.03725 0.81594 0.3 -0.2 0.4 -0.7923
C -2.53308 -2.29482 1.20705 0.0 0.0 0.0 -1.7001
P -1.80474 -1.41473 -0.22256 0.1 0.0 0.0 1.0701
C -0.78626 -2.67826 -1.05353 0.0 0.0 0.0 0.3229
C -0.22437 -2.32749 -2.28283 0.0 0.0 0.0 -0.2240
C 0.61225 -3.20530 -2.95366 0.0 0.0 0.0 -0.7283
C 0.90972 -4.44244 -2.39803 0.0 0.0 0.0 -0.4173
C 0.36870 -4.79165 -1.16984 0.0 0.0 0.0 -0.6803
C -0.47534 -3.91533 -0.50022 0.0 0.0 0.0 -0.4812
C -3.26358 -1.32893 -1.32619 0.0 0.0 0.0 0.6059
C -4.12946 -0.25315 -1.13629 0.0 0.0 -0.1 -0.5004
C -5.28045 -0.12949 -1.89989 0.0 0.0 0.0 -0.6712
C -5.57632 -1.07649 -2.87015 0.0 0.0 0.0 -0.4240
C -4.71719 -2.14757 -3.07060 0.0 0.0 0.0 -0.5990
C -3.56864 -2.27527 -2.30156 0.0 0.0 0.0 -0.3908
H -1.74727 -2.48964 1.93494 0.0 0.0 0.0 0.3776
H -3.03600 -3.21626 0.90852 0.0 0.0 0.0 0.4280
H -3.26893 -1.62737 1.65720 0.0 0.0 0.0 0.4427
H -0.44531 -1.35569 -2.71427 0.0 0.0 0.0 0.4563
H 1.04206 -2.91654 -3.90445 0.0 0.0 0.0 0.3911
H 1.57204 -5.12572 -2.91448 0.0 0.0 0.0 0.3645
H 0.61193 -5.74743 -0.72254 0.0 0.0 0.0 0.3861
H -0.86756 -4.18875 0.47000 0.0 0.0 0.0 0.3316
H -3.88370 0.51077 -0.41112 0.0 0.1 0.0 0.2248
H -5.93474 0.71943 -1.74728 0.0 0.0 0.0 0.4005
H -6.46912 -0.97488 -3.47474 0.0 0.0 0.0 0.3663
H -4.93693 -2.88672 -3.83144 0.0 0.0 0.0 0.3884
H -2.90202 -3.11203 -2.47109 0.0 0.0 0.0 0.3361

=====

Entry 2:
52
Properties=species:S:1:pos:R:3:forces:R:3:mulliken_charge:R:1 method="wB97M-V/def2-TZVPD" total_charge=+1 orbital_gap_ev="7.822 / 8.142" s_squared=0.75 spin_multiplicity=2 e_lumo_ev="-4.17 / -4.13" e_tot_ha=-4001.148025 largest_force_ev_per_a=0.39
Ti -0.38273 0.54942 -0.25150 0.3 0.1 -0.1 0.5573
O -0.82053 4.73883 3.75336 0.0 -0.1 0.1 -0.5281
C -0.75898 3.57562 4.38729 0.0 0.2 0.0 0.4146
O -0.71816 3.49528 5.58282 0.0 0.0 0.0 -0.5484
C -0.74430 2.34196 3.54375 0.0 0.0 0.0 -0.0948
C -0.73794 1.04229 4.04009 0.0 -0.1 0.1 0.2402
Cl -0.69962 0.47659 5.62718 0.0 0.1 0.0 -0.0855
N -0.72162 0.18574 2.99770 -0.1 0.2 -0.2 0.1955
N -0.70278 0.87691 1.84575 0.0 -0.2 -0.1 0.0797
C -0.71833 2.16136 2.15729 0.0 0.2 0.0 -0.1084
C -0.72497 3.08593 0.97940 0.0 0.0 -0.1 1.1610
O -0.81770 4.28258 1.10075 0.0 0.0 -0.1 -0.7542
O -0.63583 2.44963 -0.17306 -0.1 -0.1 0.1 -0.5017
C -0.80097 -1.23562 2.94241 0.0 -0.3 -0.1 0.2310
C 0.03089 -1.89403 2.04615 0.0 0.0 0.1 -0.4999
C -0.09834 -3.26525 1.89112 0.1 0.1 0.0 -0.6725
C -1.04576 -3.95596 2.63246 0.1 -0.1 -0.1 -0.5300
C -1.86803 -3.28232 3.51999 -0.1 0.0 0.1 -0.7513
C -1.76111 -1.90998 3.67983 0.1 0.0 -0.1 -0.4999
H -0.83851 4.65328 2.77383 0.0 0.0 0.0 0.4304
H 0.77748 -1.32687 1.49918 0.0 -0.2 0.2 1.0221
H 0.55557 -3.79141 1.20816 0.0 0.0 0.0 0.4937
H -1.14212 -5.02737 2.52105 0.0 0.0 0.0 0.4217
H -2.60854 -3.82618 4.09029 0.0 0.0 0.0 0.4052
H -2.41662 -1.37562 4.35322 0.0 0.0 0.0 0.4790
O 1.78123 0.50903 0.46135 -0.2 -0.1 -0.2 -0.5264
S 2.37080 -0.31010 -0.62983 -0.2 -0.1 0.2 1.0775
O 3.06269 -1.48860 -0.24417 0.0 0.0 0.0 -0.5997
N 0.99904 -0.53764 -1.51705 -0.1 0.1 0.0 -0.4711
C 0.96612 0.37161 -2.53225 0.1 -0.1 0.2 0.9582
S -0.48891 0.91472 -3.08801 -0.1 0.1 0.0 -0.2246
C 2.29552 0.96619 -2.81371 -0.1 0.0 0.0 0.2194
C 2.67522 1.77094 -3.87101 0.0 0.0 0.0 -0.7143
C 3.98198 2.24580 -3.88945 -0.1 0.0 0.0 -0.6003
C 4.87661 1.93972 -2.86955 0.0 0.0 0.1 -0.5826
C 4.49717 1.14575 -1.79077 0.0 0.0 -0.1 -0.7159
C 3.20055 0.67977 -1.79857 0.1 0.1 -0.1 0.3076
H 1.96903 2.01424 -4.65342 0.0 0.0 0.0 0.4630
H 4.31092 2.86789 -4.71030 0.0 0.0 0.0 0.4174
H 5.88507 2.32752 -2.91045 0.0 0.0 0.0 0.4191
H 5.18504 0.91119 -0.99065 0.0 0.0 0.0 0.4902
C -1.89839 -2.59940 -3.81047 0.0 0.0 0.0 -1.1566
N -1.82017 -2.16702 -2.42463 -0.1 0.0 0.0 0.0187
C -2.61897 -1.27166 -1.87951 0.1 -0.1 0.0 0.6292
N -3.62665 -0.76177 -2.57083 0.0 0.0 0.0 -0.3255
S -2.39407 -0.81475 -0.21955 0.0 0.1 0.0 -0.4256
H -1.11633 -3.33041 -3.98894 0.0 0.0 0.0 0.3629
H -1.73964 -1.75236 -4.48150 0.0 0.0 0.0 0.3755
H -2.86068 -3.06847 -4.02033 0.0 0.0 0.0 0.3946
H -1.07109 -2.50314 -1.84050 0.0 0.0 0.0 0.2082
H -3.80663 -1.01265 -3.52950 0.0 0.0 0.0 0.2113
H -4.21594 -0.07121 -2.13491 0.0 0.0 0.0 0.2333

=====

Entry 3:
48
Properties=species:S:1:pos:R:3:forces:R:3:mulliken_charge:R:1 method="wB97M-V/def2-TZVPD" total_charge=+3 orbital_gap_ev="5.792 / 6.413" s_squared=0.76 spin_multiplicity=2 e_lumo_ev="-12.80 / -12.18" e_tot_ha=-2534.307027 largest_force_ev_per_a=1.19
V -0.25170 1.65627 -0.01787 0.9 0.6 0.5 0.8691
O -2.52663 -4.44402 -1.66567 0.0 0.0 0.0 -0.4916
C -3.10755 -3.34234 -2.29336 0.0 0.0 0.0 -0.5665
C -2.49659 -2.10118 -1.73048 0.0 0.0 0.0 0.1445
C -2.85422 -0.83665 -2.21625 -0.1 0.1 0.0 -1.0403
C -2.28118 0.28113 -1.67293 0.0 0.0 -0.1 -0.3603
N -1.35601 0.19142 -0.68098 -0.1 0.1 0.1 0.1707
C -1.02603 -1.03412 -0.16989 0.0 -0.1 0.1 0.2648
C -1.56539 -2.18350 -0.68788 0.1 0.0 0.1 -0.5064
C -0.08768 -0.96771 0.97276 -0.3 -0.1 0.0 0.7880
C 0.22707 -2.02805 1.78410 0.1 0.0 0.0 -0.4300
C 1.09610 -1.83118 2.86575 0.0 0.0 0.0 0.1154
C 1.44454 -2.97067 3.76949 -0.1 0.0 0.0 -0.5114
O 0.82472 -4.12216 3.27965 0.0 0.0 0.0 -0.4925
C 1.61043 -0.54941 3.08448 0.0 0.1 0.0 -1.1254
C 1.24962 0.47949 2.25220 0.0 0.0 0.0 -0.2112
N 0.40857 0.27952 1.21161 -0.1 0.1 -0.1 0.2121
H -2.90596 -5.26620 -2.00005 0.0 0.0 0.0 0.3411
H -4.19260 -3.27372 -2.12045 0.0 0.0 0.0 0.4145
H -2.95628 -3.33717 -3.38180 0.0 0.0 0.0 0.3997
H -3.58302 -0.72833 -3.00968 0.0 0.0 0.0 0.5277
H -2.54090 1.27886 -2.01223 0.0 0.0 0.0 0.5656
H -1.29497 -3.15814 -0.30631 0.0 0.0 0.0 0.6884
H -0.17998 -3.01534 1.61690 0.0 0.0 0.0 0.6526
H 1.10244 -2.70436 4.78017 0.1 0.0 0.0 0.3918
H 2.53906 -3.05570 3.80421 0.0 0.0 0.0 0.4049
H 1.03263 -4.88155 3.83789 0.0 0.0 0.0 0.3423
H 2.27949 -0.34796 3.91152 0.0 0.0 0.0 0.5127
H 1.60664 1.48985 2.40462 0.0 0.0 0.0 0.4971
F -3.62408 3.69184 2.38889 0.1 -0.1 -0.1 -0.1603
C -2.71437 3.12297 1.66879 0.0 0.1 0.2 0.7387
F -2.61264 1.80877 1.95248 0.0 0.0 0.0 -0.2385
F -2.98528 3.21829 0.35792 0.0 0.0 0.0 -0.2086
C -1.31737 3.73792 1.92035 0.3 0.0 -0.3 0.2242
O -0.90651 4.56608 2.60615 -0.1 0.0 0.1 -0.2220
O -0.36806 3.01461 0.99201 -0.7 -0.7 -0.2 -0.1859
N 5.55406 2.86147 -4.30262 0.0 0.0 0.0 -0.2273
C 4.64715 2.66860 -3.62511 0.0 0.0 0.0 -0.4117
C 3.51874 2.42385 -2.78460 0.0 0.0 0.0 0.8168
C 3.48767 2.92525 -1.47835 0.0 0.0 0.0 -0.6358
C 2.39228 2.66818 -0.69244 0.0 0.1 0.0 -0.2001
N 1.34347 1.94032 -1.15014 -0.2 0.0 0.0 -0.0723
C 1.36858 1.46054 -2.41888 0.0 -0.1 -0.1 -0.1452
C 2.43287 1.68042 -3.25740 0.0 0.0 0.0 -0.6919
H 4.30922 3.51212 -1.09022 0.0 0.0 0.0 0.5347
H 2.32255 3.05516 0.31574 0.0 0.0 0.0 0.4536
H 0.51341 0.88267 -2.74865 0.0 0.0 0.0 0.5287
H 2.42368 1.28386 -4.26344 0.0 0.0 0.0 0.5355